[1]
Computed, not measured: a cluster of 5 separate species, C26H61FN5O15P2S2 in total at a distorted geometry, with ωB97M-V/def2-TZVPD.

Each line ends with the Mulliken charge.
CARTESIAN COORDINATES (ANGSTROEM)
C1 5.522 1.991 -1.476  -0.87
C2 4.351 1.212 -2.254  -0.44
C3 3.519 0.171 -1.348  -0.51
N1 3.209 0.860 -0.049  -0.24
N2 1.949 0.524 0.439  0.66
C4 1.102 1.531 0.665  -0.55
N3 -0.281 1.302 1.151  -0.27
C5 -1.025 2.582 1.490  0.26
P1 -0.740 2.668 3.356  0.86
O1 -1.492 3.786 4.085  -0.65
O2 0.888 2.745 3.837  -0.44
O3 -1.331 1.174 3.999  -0.50
P2 -2.903 2.492 1.275  0.58
O4 -3.771 2.372 2.752  -0.42
O5 -3.581 3.866 0.471  -0.51
S1 -3.473 0.939 0.216  -0.38
C6 -0.160 3.564 0.502  2.18
C7 -0.619 3.164 -1.029  -0.57
C8 -1.275 4.374 -1.852  -1.18
C9 -0.309 5.140 0.787  -1.07
O6 0.378 6.032 0.199  -0.48
N4 -1.339 5.684 1.755  0.06
C10 -0.557 6.577 2.661  0.47
O7 -0.967 7.690 3.055  -0.51
F1 0.731 6.175 3.165  -0.17
N5 1.236 2.976 0.504  0.06
S2 2.511 3.850 1.271  -0.15
H1 5.225 2.422 -0.459  0.18
H2 6.477 1.360 -1.315  0.27
H3 5.799 2.903 -2.138  0.32
H4 4.863 0.597 -3.088  0.32
H5 3.681 1.993 -2.759  0.28
H6 4.239 -0.706 -1.098  0.31
H7 2.618 -0.294 -1.873  0.26
H8 3.919 0.701 0.674  0.32
H9 1.668 -0.472 0.602  -0.05
H10 -0.661 0.766 0.345  0.19
H11 1.029 2.270 4.689  0.33
H12 -0.981 0.416 3.474  0.29
H13 -3.926 3.263 3.149  0.35
H14 -3.689 4.521 1.217  0.38
H15 0.331 2.851 -1.619  0.23
H16 -1.315 2.258 -1.064  0.27
H17 -2.068 4.978 -1.296  0.21
H18 -0.480 5.111 -2.265  0.34
H19 -1.779 3.930 -2.796  0.39
H20 -1.960 6.290 1.173  0.40
H21 3.301 3.015 2.061  0.17
C11 0.773 -4.377 4.174  -0.64
O8 0.110 -5.005 3.084  -0.40
C12 -0.745 -4.114 2.374  -0.79
C13 -0.066 -3.553 1.126  -0.21
O9 1.065 -2.739 1.459  -0.15
C14 2.298 -3.446 1.354  -1.01
H22 1.632 -4.992 4.452  0.25
H23 1.128 -3.370 3.932  0.21
H24 0.095 -4.320 5.031  0.33
H25 -1.092 -3.307 3.030  0.32
H26 -1.621 -4.690 2.063  0.40
H27 -0.777 -2.910 0.598  0.33
H28 0.228 -4.357 0.443  0.28
H29 2.611 -3.485 0.306  0.33
H30 2.227 -4.462 1.747  0.52
H31 3.050 -2.906 1.928  0.20
C15 -3.564 4.128 9.654  -0.73
O10 -3.483 2.713 9.540  -0.39
C16 -4.659 2.140 8.973  -0.52
C17 -4.497 1.879 7.477  -0.41
O11 -4.329 3.091 6.745  -0.42
C18 -2.962 3.376 6.461  -0.51
H32 -2.551 4.521 9.769  0.25
H33 -4.025 4.599 8.780  0.31
H34 -4.141 4.390 10.547  0.33
H35 -5.530 2.776 9.169  0.32
H36 -4.825 1.185 9.478  0.37
H37 -5.409 1.403 7.103  0.40
H38 -3.661 1.195 7.286  0.26
H39 -2.639 2.790 5.601  0.04
H40 -2.310 3.162 7.311  0.36
H41 -2.878 4.434 6.220  0.34
C19 -0.195 -3.063 -2.323  -0.60
O12 -1.609 -3.127 -2.195  -0.35
C20 -2.255 -2.057 -2.876  -0.22
C21 -2.744 -2.470 -4.262  -0.70
O13 -1.659 -2.808 -5.123  -0.33
C22 -1.432 -4.211 -5.196  -0.58
H42 0.218 -4.045 -2.082  0.30
H43 0.127 -2.787 -3.331  0.53
H44 0.204 -2.334 -1.606  -0.06
H45 -1.589 -1.188 -2.938  0.25
H46 -3.120 -1.769 -2.272  0.32
H47 -3.264 -1.623 -4.719  0.37
H48 -3.456 -3.302 -4.195  0.36
H49 -2.146 -4.662 -5.891  0.34
H50 -1.520 -4.697 -4.222  0.33
H51 -0.422 -4.373 -5.572  0.05
C23 3.395 -6.232 -8.865  -0.74
O14 2.339 -5.381 -9.289  -0.40
C24 1.595 -4.843 -8.199  -0.43
C25 2.061 -3.434 -7.836  -0.37
O15 3.405 -3.429 -7.359  -0.38
C26 4.343 -3.074 -8.368  -0.77
H52 4.106 -6.333 -9.688  0.26
H53 3.926 -5.846 -7.989  0.32
H54 2.993 -7.224 -8.630  0.32
H55 1.647 -5.511 -7.331  0.34
H56 0.551 -4.794 -8.518  0.34
H57 1.432 -3.054 -7.025  0.28
H58 1.952 -2.754 -8.689  0.32
H59 4.363 -1.986 -8.486  0.32
H60 4.113 -3.537 -9.330  0.34
H61 5.329 -3.412 -8.051  0.26

The total energy is -109065.9228 eV. The strongest force on any atom is 6.10 eV/Å. The value obtained for the HOMO-LUMO gap is 6.5 eV. The spin multiplicity is 1. Its LUMO energy is -4.042 eV. Its total charge is +1. The calculation puts the HOMO energy at -10.511 eV.


[2]
Computed, not measured: a structure of composition C26H61O14V at a distorted geometry, with ωB97M-V/def2-TZVPD.

Each line ends with the Mulliken charge.
CARTESIAN COORDINATES (ANGSTROEM)
O1 -3.721 -0.594 3.780  -0.69
V1 -2.145 -0.563 3.065  1.39
C1 -0.147 -0.458 -0.581  0.16
C2 -0.258 0.643 0.489  0.24
O2 -0.999 -0.049 1.889  0.14
H1 0.814 -0.345 -1.130  -0.36
H2 -1.064 -0.561 -1.183  0.04
H3 -0.030 -1.270 0.089  0.10
H4 -0.843 1.327 -0.022  -0.29
H5 0.625 1.167 0.871  0.34
C3 -0.468 3.266 2.804  0.27
C4 -1.730 2.969 3.610  -0.67
O3 -2.183 1.541 3.887  -0.64
O4 0.741 2.601 3.151  -0.40
H6 -0.439 4.398 2.683  0.42
H7 -0.527 2.893 1.772  -0.34
H8 -2.487 3.458 3.018  0.36
H9 -1.741 3.423 4.607  0.39
H10 -3.149 1.597 4.079  0.33
H11 1.250 3.180 3.779  0.25
C5 -2.319 -3.883 3.021  -0.56
C6 -0.958 -4.479 2.854  0.10
O5 -0.255 -4.254 4.053  -0.46
O6 -2.225 -2.594 2.175  -0.34
H12 -2.577 -3.573 4.047  0.28
H13 -3.116 -4.487 2.604  0.32
H14 -0.562 -3.774 2.128  -0.11
H15 -0.936 -5.507 2.463  0.44
H16 0.111 -5.080 4.420  0.26
H17 -3.113 -2.460 1.784  0.26
C7 -4.900 0.338 0.117  -0.54
C8 -4.302 1.438 -0.747  -0.17
O7 -3.304 2.144 0.055  -0.56
O8 -3.807 -0.496 0.467  -0.50
H18 -5.576 -0.292 -0.457  0.39
H19 -5.521 0.731 0.930  0.27
H20 -5.075 2.148 -1.077  0.38
H21 -3.759 1.010 -1.582  -0.09
H22 -2.653 2.445 -0.568  0.47
H23 -2.967 -0.001 0.417  0.20
C9 2.880 3.046 -0.966  0.21
C10 2.844 3.406 0.538  -0.50
O9 3.121 2.295 1.326  -0.43
O10 4.037 2.198 -1.113  -0.70
H24 2.970 3.921 -1.647  0.38
H25 1.949 2.519 -1.327  -0.21
H26 1.868 3.833 0.798  0.13
H27 3.586 4.191 0.647  0.41
H28 3.956 1.942 1.091  0.34
H29 3.795 1.358 -1.546  0.42
C11 -1.866 3.803 -4.234  -0.66
C12 -0.470 4.175 -3.579  -0.69
C13 -0.727 3.792 -2.110  0.14
O11 -1.634 2.748 -2.086  -0.36
C14 -2.255 2.579 -3.426  0.06
H30 -1.792 3.571 -5.353  0.34
H31 -2.539 4.640 -4.088  0.33
H32 -0.232 5.227 -3.823  0.42
H33 0.325 3.543 -3.982  0.27
H34 -1.108 4.663 -1.577  0.31
H35 0.190 3.516 -1.595  -0.39
H36 -3.339 2.518 -3.325  0.29
H37 -1.803 1.637 -3.733  -0.26
C15 3.639 -1.513 3.196  0.00
C16 4.212 -1.998 4.538  -0.84
C17 3.068 -1.857 5.497  -0.40
O12 1.877 -1.940 4.716  -0.42
C18 2.185 -2.111 3.361  0.42
H38 4.235 -1.882 2.347  0.19
H39 3.483 -0.434 3.102  0.15
H40 5.096 -1.465 4.903  0.39
H41 4.517 -3.016 4.436  0.31
H42 2.969 -0.805 5.879  0.21
H43 2.938 -2.582 6.348  0.28
H44 1.419 -1.581 2.773  -0.49
H45 2.259 -3.168 3.126  0.16
C19 3.659 -2.545 -0.826  -0.60
C20 2.672 -2.611 -1.998  -0.28
C21 2.711 -1.198 -2.541  -0.46
O13 2.968 -0.314 -1.394  -0.40
C22 3.821 -1.080 -0.498  0.14
H46 4.582 -3.070 -1.144  0.34
H47 3.337 -3.074 0.086  0.21
H48 1.619 -2.733 -1.658  0.00
H49 2.788 -3.396 -2.714  0.57
H50 1.757 -0.939 -3.009  0.01
H51 3.478 -1.093 -3.304  0.45
H52 3.448 -0.825 0.499  -0.32
H53 4.781 -0.639 -0.675  0.40
C23 -0.885 -1.151 -4.250  0.07
C24 -2.283 -1.203 -4.916  -0.35
C25 -2.556 -2.702 -5.104  -0.51
O14 -1.863 -3.229 -3.963  -0.53
C26 -0.768 -2.509 -3.511  0.29
H54 -0.700 -0.267 -3.640  -0.25
H55 -0.179 -1.203 -5.086  0.39
H56 -2.248 -0.638 -5.877  0.39
H57 -2.990 -0.700 -4.228  0.06
H58 -2.120 -3.141 -6.016  0.29
H59 -3.617 -2.958 -5.025  0.30
H60 0.123 -3.115 -3.668  0.09
H61 -0.866 -2.430 -2.413  -0.16

The total energy is -82291.2237 eV. The strongest force on any atom is 5.16 eV/Å. The value obtained for the HOMO-LUMO gap (spin up / spin down) is 7.0 / 7.4 eV. The spin multiplicity is 2. The expectation value of S² is 0.792. Its LUMO energy (spin up / spin down) is -4.187 / -3.794 eV. Its total charge is +1. The calculation puts the HOMO energy (spin up / spin down) at -11.207 / -11.207 eV.